ORCA calculation (ωB97M-V/def2-TZVPD) on a 2-piece molecular cluster, C6H14O2 overall at a distorted geometry.

Geometry as XYZ:
```
22
Properties=species:S:1:pos:R:3
C 2.2584 -0.4622 -1.2569
O 1.1180 -1.2846 -1.1119
C 2.4676 0.4861 -0.0587
C 1.5496 1.7271 0.0264
C 0.0671 1.2687 0.2032
C -0.7385 1.3599 1.3053
C -2.2151 1.0540 1.4360
H 1.9608 0.2773 -2.1009
H 3.0421 -1.1539 -1.6512
H 0.6220 -1.0462 -0.2606
H 3.6112 0.8618 -0.2634
H 2.6058 0.3619 0.9748
H 1.6221 2.2960 -0.8757
H 1.7332 2.3372 0.8423
H -0.2345 0.8637 -0.7898
H -0.3748 1.7429 2.2314
H -2.7823 0.2461 0.8143
H -2.5228 0.7051 2.4062
H -2.7528 1.8831 0.9331
H -3.9736 -3.9292 -0.4610
H -3.6574 -2.6108 -0.9984
O -3.5222 -3.1449 -0.2298
```

The spin multiplicity is 1. As for the total energy: -10541.1325 eV. The HOMO energy comes out at -9.17 eV. The orbital gap is 10.00 eV. As for the lowest unoccupied orbital energy: 0.832 eV. As for the SMILES: C/C=C/CCCO.O.